[1]
Entry from OMol25: the molecule C2H5NOS at a distorted geometry (wB97M-V/def2-TZVPD).

Element x y z (Å)
C1 1.07375 -1.41625 0.46070
C2 0.24251 -0.30196 0.06596
S1 -0.21455 0.76927 1.25285
N1 0.04047 -0.20447 -1.18430
O1 -0.88628 0.61463 -1.75254
H1 1.90633 -1.33565 1.24511
H2 0.37503 -2.20038 1.01344
H3 1.41519 -1.83290 -0.44840
H4 0.19831 -0.92627 -1.80999
H5 -1.55276 0.81043 -0.89530

Its spin multiplicity is 1. Its HOMO-LUMO gap is 9.27 eV. For the highest occupied orbital energy, the calculation gives -8.538 eV. As for the structure (SMILES): CC(=S)NO. The calculation puts the LUMO energy at 0.74 eV. Its charge is 0. For the energy relative to the best compared isomer or geometry (same formula, charge and spin), the calculation gives 69.6 kcal/mol.

=====

[2]
Entry from OMol25: a cluster of 2 separate species, H3OS2 in total at a distorted geometry (wB97M-V/def2-TZVPD).

Element x y z (Å)
O1 -0.50596 0.65361 4.03428
H1 -0.44006 1.29693 3.33589
S1 -0.46258 -1.01132 -1.47798
S2 0.65298 0.61091 -0.85992
H2 -0.72374 -0.09471 3.41841
H3 1.87172 0.21820 -1.27277

Its spin multiplicity is 1. Its HOMO-LUMO gap is 5.84 eV. For the highest occupied orbital energy, the calculation gives -2.152 eV. The calculation puts the LUMO energy at 3.69 eV. Its charge is -1. For the energy relative to the best compared isomer or geometry (same formula, charge and spin), the calculation gives 10.8 kcal/mol.

=====

[3]
Entry from OMol25: the ion C9H17F3N2O7P with charge +1 at a distorted geometry (wB97M-V/def2-TZVPD).

Element x y z (Å)
C1 0.09681 0.76748 2.33614
N1 -0.15371 -0.32729 1.35284
C2 -0.95656 -1.46995 1.93589
O1 -2.21942 -1.10798 2.35869
N2 -2.16132 -0.59842 3.77277
O2 -3.04271 0.09063 3.96607
C3 1.20256 -0.94040 1.01391
C4 1.66336 -0.28084 -0.26963
C5 2.76214 -1.08963 -0.94084
O3 3.11996 -0.56383 -2.21533
C6 3.65172 0.67469 -2.26873
F1 2.69779 1.60304 -2.47071
F2 4.27609 1.01251 -1.12692
F3 4.51414 0.74265 -3.26540
C7 0.34555 -0.22894 -1.05935
O4 0.02017 -1.53007 -1.49323
C8 -0.63457 0.26446 -0.00090
C9 -2.11355 0.08499 -0.32077
P1 -2.65750 1.36523 -1.49289
O5 -1.59854 1.63409 -2.47084
O6 -3.16078 2.60795 -0.64216
O7 -4.05975 0.88135 -2.03357
H1 0.96037 1.33138 1.99431
H2 -0.76789 1.42410 2.39255
H3 0.32658 0.32972 3.30471
H4 -1.04129 -2.22195 1.15487
H5 -0.37190 -1.86887 2.76938
H6 1.06384 -2.00064 0.79091
H7 1.86590 -0.89873 1.87468
H8 2.00895 0.73809 -0.07895
H9 3.63884 -1.19651 -0.30134
H10 2.39030 -2.08835 -1.15473
H11 0.44052 0.49582 -1.86338
H12 -0.23321 -1.51516 -2.42260
H13 -0.43717 1.33491 0.09406
H14 -2.75062 0.13602 0.55670
H15 -2.26456 -0.87358 -0.82122
H16 -2.42781 3.12481 -0.28614
H17 -3.99272 0.15723 -2.66884

Its spin multiplicity is 1. Its HOMO-LUMO gap is 9.97 eV. For the highest occupied orbital energy, the calculation gives -14.033 eV. As for the structure (SMILES): C[N@+]1(CON=O)C[C@@H](COC(F)(F)F)[C@@H](O)[C@H]1CP(=O)(O)O. The calculation puts the LUMO energy at -4.06 eV. Its charge is +1.

=====

[4]
Entry from OMol25: a cluster of 2 separate species, C4H14N3 in total at a distorted geometry (wB97M-V/def2-TZVPD).

Element x y z (Å)
C1 2.21418 1.76522 -2.51219
C2 1.83682 2.00625 -1.06702
H1 2.04171 0.93268 -2.99831
H2 1.54185 2.38253 -3.18420
H3 3.30167 1.82875 -2.62556
H4 1.85310 1.12802 -0.50701
H5 0.79611 2.28492 -1.07106
H6 2.30787 2.82138 -0.55436
C3 1.08012 -1.33733 1.07240
C4 -1.32660 -0.66905 0.72713
N1 -0.29625 -1.46764 0.50690
N2 -1.35102 0.55274 1.42685
N3 -2.57531 -1.25373 0.22099
H7 -0.47384 -2.15477 -0.23398
H8 -0.62761 1.15540 1.78906
H9 -2.37779 1.03354 1.52170
H10 -2.56789 -2.12595 -0.27182
H11 -3.40449 -0.66858 -0.05899
H12 1.88534 -1.78934 0.39418
H13 1.03932 -1.91484 2.03879
H14 1.41556 -0.32387 1.35645

Its spin multiplicity is 2. Its HOMO-LUMO gap (alpha / beta) is 11.34 / 3.06 eV. For the highest occupied orbital energy (alpha / beta), the calculation gives -17.835 / -17.742 eV. The calculation puts the LUMO energy (alpha / beta) at -6.50 / -14.68 eV. Its charge is +2. For the energy relative to the best compared isomer or geometry (same formula, charge and spin), the calculation gives 97.0 kcal/mol. The expectation value of S² is 0.7522.

=====

[5]
Entry from OMol25: a cluster of 2 separate species, C2H3O3S in total at a distorted geometry (wB97M-V/def2-TZVPD).

Element x y z (Å)
C1 1.53571 -0.41766 -0.01954
C2 -0.58989 0.17848 0.57669
O1 1.81559 0.60272 -0.53240
O2 1.78117 -1.41513 0.54238
O3 -0.85103 1.49368 0.16817
S1 -1.69920 -1.07669 -0.27380
H1 -0.73058 0.30517 1.60353
H2 -0.52570 1.57364 -0.73109
H3 -0.73607 -1.24421 -1.33395

Its spin multiplicity is 1. Its HOMO-LUMO gap is 5.97 eV. For the highest occupied orbital energy, the calculation gives -2.261 eV. The calculation puts the LUMO energy at 3.71 eV. Its charge is -1. For the energy relative to the best compared isomer or geometry (same formula, charge and spin), the calculation gives 50.6 kcal/mol.

=====

[6]
Entry from OMol25: a structure of composition C23H16BrInN4O6Se2 (wB97M-V/def2-TZVPD).

Element x y z (Å)
In1 -0.02176 -0.53647 -0.54306
O1 3.60171 -0.01863 2.32887
C1 2.52565 -0.32298 1.63589
O2 2.43558 -0.27051 0.42924
C2 1.39966 -0.81667 2.49248
C3 1.53004 -1.01484 3.86156
C4 0.42071 -1.44121 4.57326
C5 -0.77920 -1.62078 3.89853
C6 -0.81089 -1.39216 2.53005
N1 0.26626 -1.02852 1.83908
C7 -2.04255 -1.47402 1.67212
O3 -3.20121 -1.79324 2.18292
O4 -1.96720 -1.23090 0.47903
H1 4.30922 0.28410 1.73659
H2 2.47519 -0.82702 4.34872
H3 0.48228 -1.61329 5.63843
H4 -1.65567 -1.93201 4.45077
H5 -3.18639 -1.95745 3.13497
Se1 1.69452 -2.71989 -1.01838
Se2 0.37887 -4.03855 -2.37633
C8 -1.06980 -2.83780 -2.80177
C9 -1.88638 -3.32503 -3.81563
C10 -3.02242 -2.61656 -4.15530
C11 -3.30062 -1.44206 -3.47143
C12 -2.42426 -1.02027 -2.49644
N2 -1.30963 -1.69798 -2.16079
C13 2.23649 -1.40258 -2.31791
C14 3.26133 -1.57988 -3.22097
C15 3.52271 -0.53414 -4.10124
C16 2.75862 0.61921 -4.03671
C17 1.74990 0.70773 -3.09063
N3 1.49830 -0.29257 -2.24767
H6 -1.63346 -4.24645 -4.32356
H7 -3.67756 -2.97589 -4.93663
H8 -4.17756 -0.85253 -3.69332
H9 -2.60096 -0.10100 -1.95942
H10 3.83559 -2.49467 -3.24235
H11 4.31846 -0.62438 -4.82781
H12 2.93533 1.44451 -4.71059
H13 1.11452 1.57839 -3.00179
Br1 -2.35907 6.40656 -2.87203
C18 -1.39523 5.47254 -1.55680
C19 -0.74846 6.17050 -0.53721
N4 -0.05358 5.57382 0.42197
C20 0.02455 4.25289 0.40811
C21 -0.58498 3.47094 -0.56939
C22 -1.31510 4.09429 -1.58035
C23 -0.45290 2.00985 -0.53547
O5 -0.93430 1.28534 -1.45577
O6 0.17220 1.42695 0.40712
H14 -0.79829 7.25154 -0.50223
H15 0.59506 3.78676 1.20124
H16 -1.80172 3.51540 -2.35246

Its spin multiplicity is 1. Its HOMO-LUMO gap is 6.87 eV. For the highest occupied orbital energy, the calculation gives -13.507 eV. The calculation puts the LUMO energy at -6.64 eV. Its charge is +2. For the energy relative to the best compared isomer or geometry (same formula, charge and spin), the calculation gives 0.0 kcal/mol.